A single C6H9N molecule, computed with the ωB97M-V functional and the def2-TZVPD basis.

The geometry in XYZ format:
```
16
Properties=species:S:1:pos:R:3:forces:R:3
C -2.574231 -0.435887 -0.177537 -0.1 0.0 0.0
C -1.143912 0.006471 -0.092398 0.0 0.0 0.1
C -0.700499 1.272699 0.180970 -0.2 0.0 0.0
N 0.675413 1.247301 0.235586 0.1 0.0 0.2
C 1.123597 -0.031616 0.021362 -0.1 0.0 0.0
C 2.575589 -0.385720 0.023937 0.1 0.0 0.0
C 0.020480 -0.816064 -0.198348 0.1 0.0 0.0
H -3.254372 0.421932 -0.185096 0.1 -0.1 0.0
H -2.837847 -1.052884 0.689225 0.0 0.1 -0.1
H -2.781549 -1.035916 -1.069854 0.1 0.1 0.1
H -1.263261 2.192492 0.285039 0.2 -0.2 0.1
H 1.240414 1.968827 0.654133 -0.1 0.0 -0.3
H 3.002579 -0.414954 1.034218 -0.1 0.0 -0.1
H 2.697005 -1.377785 -0.418125 0.0 0.1 0.1
H 3.168575 0.318026 -0.572755 -0.1 -0.1 0.1
H 0.052022 -1.876915 -0.410356 0.0 0.1 0.0
```
Forces are in eV/Å.

Output
SMILES: Cc1c[nH]c(C)c1
maximum force: 0.3 eV/A
energy above the lowest of the compared OMol25 structures with the same formula, charge and spin: 2.10 kcal/mol
gap between HOMO and LUMO: 8.9 eV

Atom charges from the natural (NBO) analysis, given in e for atoms 1 to 5: C -0.62; C -0.09; C -0.09; N -0.51; C 0.14